1.
The following is a quantum chemistry calculation of 2 unconnected molecules or ions with the total composition C14H16, from OMol25.

```
30
Properties=species:S:1:pos:R:3:forces:R:3
C -2.710873 -1.289447 1.706431 -0.3593 0.3396 1.5733
C -2.224366 -1.850661 0.429201 -0.5626 0.1545 -1.6374
C -2.345461 -1.047958 -0.756889 0.5206 -0.1432 1.7694
C -1.882522 -1.486637 -1.950185 0.6297 -1.2728 -2.5630
C -1.406408 -2.813691 -2.072388 0.1227 0.2467 0.0901
C -1.267923 -3.590619 -0.964372 -1.5084 -0.9821 1.6315
C -1.756181 -3.141400 0.301097 1.2664 0.3592 -0.6365
H -3.405267 -0.467315 1.592279 -0.1337 0.2872 -0.4601
H -1.923331 -0.874742 2.351228 0.1420 -0.2190 -0.2405
H -3.267681 -1.986675 2.345442 0.3100 -0.2563 -0.2842
H -2.720724 -0.055781 -0.606506 -0.2128 0.4455 -0.2084
H -1.855868 -0.977125 -2.943593 -0.4901 0.2932 1.3207
H -1.177347 -3.288844 -3.019811 0.1076 0.5079 -0.1517
H -1.055034 -4.659810 -1.053802 0.4034 0.4276 -0.0347
H -1.616562 -3.741798 1.194995 -0.2083 -0.1539 -0.1582
C 3.218803 2.549424 -1.586818 0.1262 1.2852 -1.4408
C 2.490685 2.190996 -0.356786 -0.4288 0.2783 1.9158
C 1.479833 1.248737 -0.352505 -0.5221 -1.3561 -0.5409
C 0.671795 0.935092 0.760624 0.5065 0.7926 -0.0884
C 0.841244 1.667992 1.924689 0.5429 -0.7611 -0.9062
C 1.869793 2.581190 1.944226 1.2522 1.5739 1.6795
C 2.719082 2.853514 0.886289 -0.7721 -0.2463 -1.5227
H 2.991953 3.591962 -1.866647 -0.0277 -0.0321 0.3662
H 2.917244 2.046022 -2.515258 0.0875 -0.5311 0.5708
H 4.300173 2.557298 -1.509912 0.2207 -0.3840 0.1820
H 1.369934 0.659052 -1.273226 -0.2338 0.2432 0.3638
H -0.079569 0.163589 0.767837 -0.0457 -0.2244 -0.4987
H 0.298060 1.422819 2.810629 -0.3975 0.1022 0.3905
H 2.083945 3.137566 2.885518 -0.3321 -0.4491 -0.7015
H 3.442564 3.667253 0.928214 -0.0033 -0.3254 0.2200
```
Positions in Å, forces in eV/Å.

Computed properties:
SMILES string   Cc1ccccc1.Cc1ccccc1
Gap between HOMO and LUMO   0.364 Eh
Spin multiplicity   1

Löwdin population analysis, charges in e, atoms 1 to 8:
1 C -0.0719
2 C -0.2925
3 C -0.0630
4 C -0.0944
5 C -0.1133
6 C -0.0938
7 C -0.0422
8 H 0.0720

=====

2.
The following is a quantum chemistry calculation of 2 unconnected molecules or ions with the total composition C15H32BIN4O10P2S2, from OMol25.

```
67
Properties=species:S:1:pos:R:3:forces:R:3
C -1.247705 -3.376809 4.519217 0.7233 -0.1422 -0.3345
C -0.368788 -4.648053 4.338621 -0.5918 0.7734 0.1989
C 0.412074 -4.606706 3.018027 -0.2410 -0.1933 0.9471
C 1.556130 -3.585959 3.107095 -0.6407 -0.4406 -0.2015
C 1.921902 -2.966132 1.740560 0.2129 -0.2209 0.9499
N 1.931017 -1.504806 1.850599 -0.7049 -0.4416 -0.4817
C 2.959162 -0.903479 2.811894 2.8607 1.0419 0.8275
O 2.599619 -0.751968 3.964081 -1.0342 -0.3567 -0.3017
O 4.043592 -0.695458 2.246322 -1.1768 -0.5004 -0.2125
C 1.146369 -0.753386 1.186020 0.0621 0.6728 0.3069
N 1.143057 0.635701 1.299662 -0.2615 -0.4254 -0.6237
I 2.737786 1.629513 0.430027 0.0944 0.0179 0.1069
C -0.223417 1.029370 0.923620 -0.7389 0.5582 0.1360
P -0.486262 2.684109 0.124369 0.3544 0.9315 0.4759
S -0.097859 4.150438 1.334236 0.1247 -0.1671 -0.0342
C -0.985904 -0.313152 0.438343 2.1601 0.7019 0.8408
C -1.801218 -0.693675 1.695387 -0.5057 -1.1344 -1.0092
B -2.691276 -2.012963 1.556197 -0.4015 0.3183 0.0864
O -2.231639 -3.122122 0.883861 0.6613 0.1570 0.1696
O -3.966953 -2.030685 2.080336 0.4814 -0.7792 0.4611
P -2.127393 -0.171757 -0.961798 -1.6567 0.6949 0.3320
O -3.340318 0.505831 -0.501451 -0.0739 0.1393 0.0858
O -1.447436 0.640816 -2.166659 0.4030 -0.5651 0.0407
O -2.489495 -1.615625 -1.520744 0.8293 -0.0166 0.0678
N 0.180545 -1.220026 0.266802 -0.2176 -0.3826 -0.8206
C 0.892481 -1.069732 -1.051436 -0.1198 -0.3046 0.0452
C 0.693922 -2.221686 -1.992399 0.2804 -0.2609 -0.3093
N 1.716658 -2.698655 -2.559542 0.1072 -0.0841 0.0084
H -0.878209 -2.739867 5.318260 -0.1702 -0.0048 0.1955
H -2.292925 -3.623280 4.682980 -0.0982 0.0847 0.0599
H -1.136171 -2.781048 3.612015 -0.3079 0.1298 -0.0606
H -1.038013 -5.505301 4.376028 0.2192 -0.2653 -0.0058
H 0.304800 -4.682693 5.193301 0.1549 -0.3865 -0.0396
H 0.772765 -5.621681 2.855658 0.1507 0.0427 -0.5000
H -0.311716 -4.328370 2.251311 0.1742 -0.1088 -0.3192
H 1.249867 -2.813662 3.808228 0.1687 0.2630 -0.0716
H 2.408997 -4.091805 3.552211 0.1924 0.1711 0.0314
H 1.206736 -3.267475 0.985201 0.0450 0.0478 -0.1930
H 2.929953 -3.291207 1.499955 0.0671 0.2127 -0.4531
H -0.662044 1.239009 1.897883 -0.3527 0.2822 -0.0868
H -1.845029 2.705727 -0.226077 0.0868 -0.5636 -0.2196
H 0.239895 2.692140 -1.075548 -0.2134 -0.2293 -0.0877
H -2.473891 0.122004 1.939192 0.0861 0.1819 0.0668
H -1.080513 -0.846193 2.502125 0.0328 0.0997 0.1320
H -2.410940 -3.928501 1.378387 -0.5058 -0.1517 -0.3595
H -3.971726 -1.955945 3.040296 -0.3142 0.4486 -0.0191
H -2.109981 0.673896 -2.872751 0.0921 0.1837 -0.1358
H -1.879163 -2.299355 -1.202862 -0.2811 -0.2265 0.0899
H 0.667604 -0.123078 -1.548571 -0.1756 0.0322 0.0885
H 1.962502 -1.044402 -0.857439 0.1106 -0.0575 -0.0794
H -0.285076 -2.634655 -2.237664 -0.2195 0.2453 0.2698
H 1.454949 -3.450653 -3.194646 0.0696 -0.0120 -0.0522
O -1.299875 5.894494 -3.577526 0.0076 0.1063 0.1942
S -0.284468 4.903060 -3.738079 0.0967 -0.1168 -0.3816
O 0.569696 4.551046 -2.645762 -0.0948 0.0071 0.1633
O 0.608873 5.275762 -4.994695 -0.0618 -0.0866 -0.0585
C 1.180982 6.602496 -5.041999 0.3450 0.5415 0.0253
C 2.394572 6.737755 -4.144867 -0.0766 -0.1731 0.2171
C -0.996439 3.438738 -4.403350 -0.0115 -0.1017 -0.1029
H 0.419319 7.343644 -4.796848 -0.1101 -0.1382 0.0575
H 1.464849 6.760133 -6.080398 -0.1084 -0.2252 -0.0627
H 2.118381 6.671614 -3.093218 -0.0095 0.0275 -0.0046
H 2.876547 7.701148 -4.310631 -0.0251 0.0045 -0.0723
H 3.111161 5.941492 -4.345685 0.0282 0.0409 -0.0726
H -1.608369 3.704598 -5.260658 -0.0007 0.0178 0.0056
H -1.608051 3.000396 -3.618061 -0.0013 0.0728 0.0637
H -0.198495 2.757077 -4.686948 0.0202 0.0121 0.0195
```
Positions in Å, forces in eV/Å.

Computed properties:
Gap between HOMO and LUMO   0.268 Eh
Spin multiplicity   1

Löwdin population analysis, charges in e, atoms 1 to 8:
1 C -0.0843
2 C -0.2380
3 C -0.2087
4 C -0.1456
5 C -0.0721
6 N 0.1151
7 C -0.7243
8 O 0.0598

=====

3.
The following is a quantum chemistry calculation of a molecular structure, C37H36BN8PdS, from OMol25.

```
84
Properties=species:S:1:pos:R:3:forces:R:3
Pd 0.022640 0.502449 0.467791 0.0607 0.2791 -0.4934
C -0.025078 5.022040 -2.732218 -0.0014 -0.0965 0.0023
C -0.020169 4.381329 -1.389015 -0.0095 0.0832 -0.1499
C -0.023518 4.956986 -0.162282 0.0178 -0.1924 0.1425
C -0.007285 3.880077 0.776313 -0.0074 0.1667 -0.1539
N -0.005933 2.693066 0.076062 -0.0258 0.4410 0.3104
N -0.010643 3.004270 -1.193984 -0.0246 -0.0793 -0.2182
B -0.000520 1.917580 -2.351121 -0.0192 -0.3540 -0.0593
N -1.253669 1.040723 -2.175157 -0.0235 0.2427 -0.0004
N -1.585181 0.611450 -0.939244 0.3687 -0.1849 0.4031
C -2.739040 -0.051669 -1.008095 -0.1610 0.0120 -0.0170
C -3.156878 -0.052976 -2.342436 -0.1881 -0.0953 -0.0766
C -2.205589 0.661802 -3.051843 -0.0413 -0.0647 -0.0387
C -2.170507 1.002394 -4.504118 0.0113 0.0099 0.0365
C -3.445436 -0.520152 0.199616 0.0569 0.0122 -0.0913
C -3.017713 -0.181373 1.482597 0.0857 0.0619 0.0138
C -3.749969 -0.528771 2.606763 0.0664 -0.0293 0.0690
C -4.934589 -1.236974 2.465915 -0.0325 -0.0117 0.0316
C -5.373709 -1.585415 1.197714 0.0016 -0.0261 -0.0854
C -4.638354 -1.224038 0.076768 -0.0982 -0.2012 -0.0530
N 1.264810 1.064264 -2.165099 0.1672 0.2476 0.0000
N 1.653196 0.710790 -0.917490 -0.5296 -0.2718 0.3062
C 2.801474 0.033441 -0.999775 0.1881 0.0735 0.0126
C 3.174006 -0.022101 -2.344282 0.1751 -0.1528 -0.1247
C 2.188880 0.645916 -3.053880 0.0142 -0.0361 -0.0100
C 2.090628 0.904008 -4.519013 0.0036 0.0358 0.0209
C 3.517926 -0.415840 0.206113 -0.1010 0.0617 -0.0717
C 3.071861 -0.082511 1.485021 0.0013 0.0190 0.0169
C 3.778467 -0.460893 2.614138 -0.0943 0.0214 0.0413
C 4.958230 -1.177618 2.479973 0.0447 -0.0333 0.0236
C 5.421293 -1.504864 1.215022 0.0106 -0.0336 -0.0750
C 4.705352 -1.126439 0.087936 0.1326 -0.1887 -0.0719
C 0.023111 3.975168 2.183620 0.0004 0.0533 0.2037
C 0.077842 2.838818 3.037619 -0.0105 0.2317 -0.0798
C 0.121297 2.989346 4.392592 0.0012 0.1069 0.1933
C 0.111016 4.278730 4.956172 0.0016 -0.0114 -0.0158
C 0.054539 5.414318 4.144236 0.0044 -0.0437 0.0688
C 0.011931 5.270961 2.781586 -0.0031 -0.1460 -0.0565
H -0.018254 6.102639 -2.613382 -0.0008 -0.0031 0.0072
H -0.913161 4.743405 -3.301323 0.0193 -0.0006 0.0276
H 0.851470 4.732898 -3.313367 -0.0163 0.0032 0.0287
H -0.028296 6.013639 0.038359 0.0033 -0.0189 0.0152
H -0.006083 2.461209 -3.406570 0.0031 -0.0459 0.0497
H -4.051288 -0.494144 -2.751344 0.0008 0.1158 0.0216
H -3.110463 0.717081 -4.970802 0.0161 -0.0026 0.0131
H -1.363757 0.475705 -5.016482 -0.0085 0.0031 0.0261
H -2.022148 2.070625 -4.662460 -0.0183 -0.0211 0.0218
H -2.131052 0.436921 1.608527 0.0814 0.1826 0.0349
H -3.429231 -0.217670 3.595521 0.0268 0.0145 -0.0745
H -5.524785 -1.487589 3.337800 0.0077 -0.0092 -0.0290
H -6.304896 -2.123547 1.078627 0.0169 0.0133 -0.0189
H -5.005327 -1.487391 -0.907311 -0.0228 0.0038 0.0374
H 4.055698 -0.478363 -2.764426 -0.0070 0.1084 0.0239
H 3.015217 0.609386 -5.009300 -0.0060 -0.0104 0.0143
H 1.915269 1.959070 -4.730090 0.0152 -0.0212 0.0219
H 1.273348 0.335176 -4.965412 0.0058 0.0022 0.0195
H 2.185025 0.535763 1.602364 -0.0534 0.1565 0.0577
H 3.436013 -0.174793 3.601158 -0.0310 0.0106 -0.0446
H 5.522715 -1.461328 3.358261 0.0072 0.0077 -0.0199
H 6.351332 -2.046672 1.104939 -0.0205 0.0042 -0.0199
H 5.080495 -1.385707 -0.894466 0.0201 0.0097 0.0451
H 0.094494 1.849261 2.613245 0.0078 -0.2001 -0.1181
H 0.168662 2.127252 5.044497 0.0027 0.0187 -0.0165
H 0.149914 4.390098 6.033024 -0.0063 -0.0020 -0.0375
H 0.046315 6.401135 4.586659 0.0014 -0.0288 0.0138
H -0.031208 6.149737 2.155991 0.0001 -0.0001 -0.0032
N -0.758184 -2.460541 2.760339 0.0357 -0.1341 0.1271
C -0.311953 -2.901151 1.598733 -0.0347 0.3911 -0.3295
S 0.326978 -1.920002 0.390468 -0.0644 -0.3658 0.2091
N -0.348027 -4.286259 1.470827 0.0326 -0.0871 0.1595
C -0.086254 -5.090712 0.411567 -0.0474 -0.0497 -0.2229
C 0.290454 -6.437440 0.726958 -0.1198 0.1554 -0.0156
C 0.602318 -7.295733 -0.275313 0.0255 -0.0686 -0.2921
C 0.505059 -6.863998 -1.624290 -0.0059 0.0074 0.0713
C 0.087949 -5.550660 -1.940748 0.0715 -0.2508 -0.0263
C -0.219609 -4.669671 -0.949681 0.0335 -0.0291 0.1050
H -0.727369 -1.475347 2.950195 -0.0638 0.0952 0.0343
H -1.113733 -3.066641 3.485838 -0.0984 0.0452 -0.0296
H -0.522293 -4.800113 2.327925 0.1558 0.0851 0.1063
H 0.363560 -6.752726 1.761786 -0.0073 0.0748 -0.0041
H 0.925325 -8.303239 -0.045734 -0.0235 0.0260 -0.0789
H 0.721898 -7.563902 -2.423416 0.0123 0.0448 0.0452
H -0.022797 -5.254463 -2.975416 0.0007 -0.0711 0.0143
H -0.604069 -3.689479 -1.186795 0.0098 -0.0653 0.0755
```
Positions in Å, forces in eV/Å.

Computed properties:
<S²>   6.064
Gap between HOMO and LUMO (spin up / spin down)   0.268 / 0.145 Eh
Charge   +3
Spin multiplicity   5

Löwdin population analysis, charges in e, atoms 1 to 8:
1 Pd 0.8198
2 C 0.0113
3 C -0.1949
4 C 0.0912
5 C -0.1423
6 N 0.0633
7 N 0.0825
8 B -0.4548

=====

Question: Which of these has the highest spin multiplicity?
Answer: C37H36BN8PdS